{"formula": "C26H19ClN4O5S", "method": "wB97M-V/def2-TZVPD", "total_energy_ha": -2455.824884, "smiles": "O=C1/C(=C\\Nc2cccc(S(=O)(=O)NCc3ccco3)c2)c2ccccc2C(=O)N1c1ccc(Cl)cn1", "spin_multiplicity": 1, "homo_lumo_gap_ev": 7.6, "elements": ["O", "C", "C", "C", "C", "C", "C", "C", "C", "C", "N", "C", "N", "C", "C", "C", "C", "H", "H", "Cl", "H", "O", "H", "C", "N", "C", "C", "C", "C", "C", "C", "H", "H", "H", "S", "O", "O", "N", "H", "C", "C", "C", "C", "C", "O", "H", "H", "H", "H", "H", "H", "H", "H", "H", "H", "H"], "xyz": [[2.4601, -4.8660, -0.0459], [2.2046, -3.7804, 0.4302], [2.9380, -3.1823, 1.5466], [3.9700, -3.9367, 2.1067], [4.6883, -3.4555, 3.1775], [4.3677, -2.2081, 3.6992], [3.3511, -1.4546, 3.1522], [2.6101, -1.9157, 2.0566], [1.5422, -1.1554, 1.4344], [0.8009, -1.7425, 0.3273], [1.1493, -3.0208, -0.0702], [0.3324, -3.6297, -1.0681], [-0.9321, -3.8158, -0.7388], [-1.7397, -4.3773, -1.6139], [-1.3011, -4.7941, -2.8654], [0.0324, -4.6131, -3.2084], [0.8730, -4.0100, -2.2902], [1.9162, -3.8487, -2.5075], [0.3995, -4.9342, -4.1709], [-2.3953, -5.5304, -3.9727], [-2.7666, -4.5051, -1.3026], [-0.0837, -1.1527, -0.2908], [-0.2895, 0.3246, 0.5723], [1.2089, 0.1158, 1.8481], [0.2155, 0.8301, 1.3171], [-0.1630, 2.1274, 1.5949], [-1.3206, 2.6044, 0.9727], [-1.7005, 3.9146, 1.1506], [-0.9826, 4.7764, 1.9556], [0.1460, 4.2983, 2.6032], [0.5602, 2.9919, 2.4214], [1.4594, 2.6527, 2.9110], [0.7183, 4.9537, 3.2416], [-1.3142, 5.7966, 2.0526], [-3.1398, 4.5256, 0.2648], [-3.1930, 5.9456, 0.4241], [-4.2755, 3.7290, 0.6143], [-2.8392, 4.2125, -1.3438], [-3.0059, 3.2499, -1.5886], [-1.6519, 4.8025, -1.9233], [-0.4079, 4.0143, -1.6561], [-0.0436, 2.7517, -2.0290], [1.2180, 2.5086, -1.4340], [1.5260, 3.6390, -0.7445], [0.5491, 4.5524, -0.8699], [2.3784, 3.9125, -0.1558], [1.8037, 1.6163, -1.5143], [-0.5951, 2.0789, -2.6533], [-1.5608, 5.7940, -1.4757], [-1.8118, 4.9089, -3.0014], [-1.9098, 1.9487, 0.3503], [1.7601, 0.5775, 2.6540], [3.1338, -0.4960, 3.5951], [4.9183, -1.8221, 4.5444], [5.4853, -4.0394, 3.6109], [4.1775, -4.9040, 1.6750]]}